No. 1
{"formula": "C5H8O2S", "method": "ωB97M-V/def2-TZVPD", "symbols": ["C", "C", "C", "C", "C", "H", "H", "H", "H", "H", "H", "H", "H", "O", "O", "S"], "positions_angstrom": [[1.47812, -0.29584, 0.20620], [0.66220, -1.34112, -0.46852], [-0.38855, -1.23034, 0.52468], [-1.55886, 0.14613, -0.74183], [0.25915, 0.16155, 0.95276], [3.40906, 0.45393, -0.43818], [1.96610, -0.82589, 0.94294], [1.26889, -2.26417, -0.44020], [0.26740, -1.29730, -1.59536], [-0.30460, -1.91387, 1.46383], [-1.06180, -0.22434, -1.71628], [-2.67430, 0.37188, -0.87152], [0.17847, 0.31870, 2.09202], [2.21125, 0.64685, -0.52728], [-1.61630, -1.09572, 0.00201], [-0.65758, 1.52061, 0.12032]], "mulliken_charge": [0.3085, -0.8063, 0.0559, -0.3765, -0.3678, 0.3808, 0.3887, 0.2697, 0.1331, 0.3274, 0.2692, 0.3148, 0.3950, -0.6458, -0.4666, -0.1802], "homo_energy_ev": -8.7681, "charge": 0, "e_lumo_ev": 0.3, "multiplicity": 1}

***

No. 2
{"formula": "C2H4N2O3S", "method": "ωB97M-V/def2-TZVPD", "symbols": ["C", "C", "H", "H", "H", "H", "N", "N", "O", "O", "O", "S"], "positions_angstrom": [[-0.70817, 0.13172, -0.14296], [0.67070, -0.71554, 0.12711], [-3.64275, 0.15594, -0.57514], [-1.58027, -1.61385, -0.00716], [0.13805, 2.77109, 0.96725], [2.23101, 1.23836, -0.69201], [-1.77223, -0.75815, -0.48429], [-0.95323, 1.36884, -0.05225], [-2.91332, -0.22281, 0.15149], [0.36164, 1.88975, 0.26209], [0.52612, -1.82488, 0.49663], [2.39760, -0.12875, -0.19523]], "mulliken_charge": [0.4417, 0.5293, 0.3503, 0.3129, 0.3313, 0.1898, -0.2584, -0.3351, -0.4653, -0.4247, -0.4596, -0.2122], "homo_energy_ev": -9.6541, "charge": 0, "e_lumo_ev": 0.2, "smiles": "O=C(S)/C(=N\\O)NO", "multiplicity": 1}

***

No. 3
{"formula": "C4H12S2", "method": "ωB97M-V/def2-TZVPD", "symbols": ["C", "S", "S", "H", "H", "H", "H", "C", "C", "C", "H", "H", "H", "H", "H", "H", "H", "H"], "positions_angstrom": [[0.25806, -2.93073, -1.56958], [-0.65109, -2.47325, -0.09055], [0.81144, -2.98088, 1.27398], [0.81811, -3.84683, -1.41650], [1.01899, -2.16577, -1.80942], [-0.46225, -2.85588, -2.38400], [1.11192, -1.84185, 2.05332], [0.98004, 2.11178, 0.18811], [-0.20245, 1.21338, 0.08019], [-1.51294, 1.66225, 0.71900], [1.13301, 2.85814, -0.60036], [1.93198, 1.61385, 0.40766], [0.86361, 2.82933, 1.02691], [0.06094, 0.24889, 0.55071], [-0.43063, 0.99438, -0.98523], [-1.96727, 2.50366, 0.14918], [-2.35587, 0.95956, 0.70300], [-1.40561, 2.09997, 1.70356]], "lowdin_spin": [0.0659, 0.5390, 0.3198, 0.0124, 0.0194, -0.0014, 0.0273, 0.0020, 0.0078, 0.0007, 0.0004, 0.0003, 0.0003, 0.0055, 0.0001, 0.0003, 0.0001, 0.0000], "homo_energy_ev": [-14.2728, -14.2648], "charge": 1, "e_lumo_ev": [-5.2, -8.7], "s2": 0.755, "multiplicity": 2}

***

No. 4
{"formula": "C11H18Br2ClFN2O2", "method": "ωB97M-V/def2-TZVPD", "symbols": ["C", "C", "F", "O", "C", "O", "N", "C", "C", "C", "Cl", "C", "Br", "C", "C", "Br", "H", "H", "H", "H", "H", "H", "H", "H", "H", "H", "H", "H", "H", "H", "H", "C", "C", "N", "H", "H", "H"], "positions_angstrom": [[1.29592, -0.95012, 2.88415], [2.36941, -0.39213, 1.77816], [3.62105, -1.23067, 1.89158], [1.93985, -0.50425, 0.37601], [0.46687, -0.24715, 0.24761], [-0.27499, -1.37703, 0.07508], [-0.12960, 1.13392, 0.24880], [-1.52783, 1.20760, -0.29065], [-2.53361, 0.73564, 0.96027], [-3.80456, 1.80217, 1.12903], [-4.82364, 1.91959, -0.43115], [0.78966, 2.21783, -0.20845], [0.14585, 3.93784, 0.68075], [0.87172, 2.51510, -1.80748], [0.76591, 1.21281, -2.79309], [-0.39305, 3.99068, -2.43188], [1.84227, -1.01332, 3.94216], [0.37960, -0.21594, 3.05244], [0.98354, -2.03595, 2.57944], [2.72554, 0.71598, 1.94896], [-1.90701, 2.26974, -0.60033], [-1.75765, 0.43329, -1.16742], [-1.91362, 0.80647, 1.96486], [-2.93340, -0.34865, 0.77637], [-3.45859, 2.85544, 1.53330], [-4.54224, 1.36406, 1.95865], [1.91077, 2.09722, 0.18178], [1.95449, 2.98065, -2.00331], [0.03810, 0.36873, -2.43904], [1.86350, 0.81331, -3.03762], [0.34458, 1.59299, -3.84286], [0.96870, -4.30132, -0.95684], [0.91098, -5.66151, -1.63275], [0.86318, -6.78995, -2.19345], [0.14297, -3.67572, -1.30692], [0.89037, -4.42015, 0.12736], [1.91498, -3.80720, -1.19352]], "mulliken_charge": [-0.7795, 0.3632, -0.3396, -0.2821, 0.2976, -0.5700, 0.5039, -0.3576, -0.3826, -0.5225, -0.2115, -0.6501, -0.0784, -0.0523, -0.9006, -0.1152, 0.3539, 0.2201, 0.2103, 0.1545, 0.3608, 0.1284, 0.0595, 0.2809, 0.3012, 0.3700, 0.4007, 0.4162, 0.1977, 0.2754, 0.3496, -0.3671, 0.0755, -0.4090, 0.2025, 0.2272, 0.2689], "homo_energy_ev": -10.0480, "charge": 0, "e_lumo_ev": -0.2, "multiplicity": 1}

***

No. 5
{"formula": "C3H4FO2", "method": "ωB97M-V/def2-TZVPD", "symbols": ["C", "C", "C", "O", "O", "F", "H", "H", "H", "H"], "positions_angstrom": [[1.26952, 1.61343, -1.44008], [-0.43159, 0.23929, -0.00796], [0.96025, 0.74054, -0.10102], [0.80047, 2.71154, -1.15307], [1.83998, 1.13933, -2.39204], [1.43958, 1.31807, 0.94104], [-0.80559, -0.27801, -0.88384], [-0.65991, -0.14643, 0.88907], [-0.96245, 1.17308, -0.02663], [2.38307, -1.21718, 0.12880]], "mulliken_charge": [0.4095, -1.2392, 0.2238, -0.6410, -0.6542, -0.1650, 0.3073, 0.3919, 0.3795, -0.0125], "homo_energy_ev": [-3.0866, -4.3899], "charge": -1, "e_lumo_ev": [3.8, 4.2], "multiplicity": 1}

***

No. 6
{"formula": "H2N2O3S", "method": "ωB97M-V/def2-TZVPD", "symbols": ["N", "N", "O", "O", "O", "S", "H", "H"], "positions_angstrom": [[1.20174, -0.10483, 0.12081], [-2.94615, 0.42087, 0.03639], [-3.16110, -0.75597, -0.20362], [-1.67974, 0.80238, -0.28126], [3.85236, -0.03439, 0.29690], [2.58878, 0.53787, -0.20291], [-1.03976, 0.05686, -0.45964], [1.18387, -0.92279, 0.69334]], "mulliken_charge": [-0.3412, 0.3565, -0.3829, -0.3264, -0.4306, 0.5089, 0.3640, 0.2516], "homo_energy_ev": -10.8085, "charge": 0, "e_lumo_ev": -1.3, "multiplicity": 1}

***

Relative energy (zero: lowest compared OMol25 entry of this formula, charge and spin) in kcal/mol, matching the order above: 92.6 125.8 13.1 146.4 94.6 32.8
Strongest force on any atom in hartree/bohr, matching the order above: 0.1156 0.1231 0.0517 0.1964 0.0756 0.0684